# 1
C3H5ClSi | wB97M-V/def2-TZVPD

The value obtained for the HOMO energy is -9.876 eV. The HOMO-LUMO gap is 10.5869 eV. The calculation puts the energy above the lowest of the compared OMol25 structures with the same formula, charge and spin at 1.829 eV. Its SMILES is C#C[SiH2]CCl.

Structure (ORCA input):
```
! wB97M-V def2-TZVPD RIJCOSX def2/J DEFGRID3
* xyz 0 1
C 2.49145 0.03702 -1.12661
C 1.48009 -0.43698 -0.66988
C -1.16072 0.81923 0.84170
Si -0.17137 -0.96968 0.06760
Cl -2.30586 1.38390 -0.51601
H 3.39858 0.34039 -1.65774
H -0.68527 1.69165 1.24964
H -1.88668 0.52496 1.62720
H -0.26568 -1.83310 1.22816
H -0.89453 -1.55741 -1.04406
*
```

=====

# 2
C22H25CaClN7S3 | wB97M-V/def2-TZVPD

The value obtained for the HOMO energy is -3.487 eV. The HOMO-LUMO gap is 5.6518 eV. The calculation puts the energy above the lowest of the compared OMol25 structures with the same formula, charge and spin at 0.825 eV.

Structure (ORCA input):
```
! wB97M-V def2-TZVPD RIJCOSX def2/J DEFGRID3
* xyz -1 1
Ca -2.33396 -0.56799 0.10043
C 4.31579 0.97668 -0.83931
N 3.12857 0.13508 -0.81321
C 3.22596 -0.94868 0.14539
C 1.87911 0.76397 -0.90108
N 0.89338 0.59198 -0.12755
N 1.79828 1.56123 -2.05372
C 0.58732 1.95709 -2.64869
N 0.68182 1.91741 -4.04121
N -0.43606 2.25877 -1.97515
H 5.13575 0.47138 -1.35348
H 4.64732 1.21675 0.17901
H 4.11435 1.91847 -1.34551
H 4.13268 -1.51553 -0.06897
H 2.37357 -1.61997 0.04804
H 3.27020 -0.59095 1.18202
H 1.10119 -0.03634 0.64413
H 2.48789 1.26342 -2.72731
H 1.58051 2.11719 -4.44877
H -0.08482 2.36306 -4.51897
H -1.23639 2.41545 -2.58439
S -3.45848 -2.51517 -4.03888
C -3.47824 -1.68366 -2.58393
S -3.94396 -2.48623 -1.08782
S -3.00161 0.00245 -2.50469
N -1.74528 1.82599 0.64319
C -2.06116 2.17983 1.96920
C -2.97196 3.21241 2.18438
C -3.34932 3.58148 3.46495
C -2.81200 2.91910 4.55736
C -1.91097 1.88643 4.34048
C -1.51975 1.48487 3.06507
C -0.57581 0.32814 2.92428
C 0.57997 0.35844 3.71026
C 1.45448 -0.71900 3.72069
C 1.15301 -1.82966 2.94411
C 0.01133 -1.82276 2.14571
C -0.90285 -0.75288 2.07215
H -2.00105 2.51889 -0.04511
H -0.78058 1.53328 0.45895
H -3.38291 3.73206 1.32594
H -4.06177 4.38542 3.60347
H -3.10000 3.19019 5.56478
H -1.50591 1.34163 5.18542
H 0.79683 1.23262 4.31609
H 2.35068 -0.69241 4.33026
H 1.81143 -2.69299 2.95096
H -0.16027 -2.70772 1.53449
Cl -0.71017 -6.02606 -2.35354
C -0.43944 -4.30981 -2.41717
C 0.01685 -3.71119 -3.57432
C 0.19447 -2.34090 -3.56390
C -0.08755 -1.63874 -2.40304
N -0.52170 -2.22120 -1.28444
C -0.71276 -3.53762 -1.30369
H 0.19366 -4.30288 -4.46234
H 0.50213 -1.81157 -4.45469
H -0.01201 -0.56234 -2.37515
H -1.11976 -3.99691 -0.41120
*
```

=====

# 3
C28H23Cl3N8OSiW | wB97M-V/def2-TZVPD

The value obtained for the HOMO energy (alpha / beta) is -13.566 / -13.773 eV. The HOMO-LUMO gap (alpha / beta) is 7.0829 / 7.0006 eV. Its expectation value of S² is 2.02. The calculation puts the energy above the lowest of the compared OMol25 structures with the same formula, charge and spin at 0.000 eV.

Structure (ORCA input):
```
! wB97M-V def2-TZVPD RIJCOSX def2/J DEFGRID3
* xyz 2 3
W -0.38705 -0.42172 -0.27286
C 1.41364 -3.26946 2.60190
C 2.73171 -3.47405 2.20439
C 3.22054 -2.72488 1.16304
C 2.41229 -1.78481 0.51721
N 1.10904 -1.63189 0.85923
C 0.65250 -2.37155 1.89933
N 3.07650 -1.01222 -0.41082
C 2.57960 -0.07104 -1.10657
N 1.24484 0.38553 -1.17286
C 1.22288 1.54409 -1.95948
N 0.25408 2.34642 -2.19262
C -1.02583 2.31184 -1.69114
C -1.80952 3.40745 -2.08342
C -3.09617 3.55107 -1.63702
C -3.60283 2.58819 -0.76484
C -2.80152 1.53459 -0.41536
N -1.53420 1.35243 -0.87662
C 2.56683 1.75032 -2.51653
C 3.04208 2.72513 -3.37631
C 4.38864 2.66126 -3.71180
C 5.22053 1.66566 -3.19224
C 4.73326 0.70100 -2.31852
C 3.38864 0.76817 -2.00176
H 0.96994 -3.81884 3.41891
H 3.36063 -4.19529 2.70713
H 4.24170 -2.80586 0.82269
H -0.38682 -2.24708 2.14872
H -1.34379 4.12486 -2.74172
H -3.69532 4.39664 -1.94436
H -4.60219 2.64743 -0.36017
H -3.17327 0.78759 0.26413
H 2.39346 3.49399 -3.77048
H 4.80524 3.39497 -4.38782
H 6.26288 1.64919 -3.47743
H 5.36972 -0.07031 -1.90963
N -1.80748 -0.60348 2.94603
C -2.60908 -1.22801 2.00752
C -3.75646 -1.87700 2.48823
C -4.61391 -2.47530 1.60356
C -4.33627 -2.39668 0.23581
C -3.18689 -1.76939 -0.15017
N -2.28474 -1.21739 0.71038
C -0.86682 0.40120 2.81753
C -0.57295 1.13635 3.97596
C 0.34339 2.15230 3.92120
C 0.95683 2.44425 2.70053
C 0.63639 1.67980 1.61572
N -0.25261 0.64393 1.65498
H -2.13954 -0.71429 3.89183
H -3.95965 -1.87972 3.55048
H -5.50181 -2.97672 1.96254
H -4.99128 -2.82286 -0.50840
H -2.94384 -1.68327 -1.19874
H -1.08867 0.89841 4.89604
H 0.57226 2.72491 4.80923
H 1.67255 3.24523 2.59646
H 1.09299 1.86738 0.65581
O -0.75642 -0.41393 -2.69527
H 0.02420 -0.34404 -3.26454
H -1.32963 -1.08293 -3.11237
Cl -1.76822 -3.23464 -2.84848
Si -0.37730 -2.82190 -1.33834
Cl -0.78231 -4.34248 -0.01791
Cl 1.42462 -3.19850 -2.21994
*
```

=====

# 4
C6H8O4 | wB97M-V/def2-TZVPD

The value obtained for the HOMO energy is -9.813 eV. The HOMO-LUMO gap is 10.4152 eV. The calculation puts the energy above the lowest of the compared OMol25 structures with the same formula, charge and spin at 0.961 eV. Its SMILES is C/C(C(=O)O)=C(\C)C(=O)O.

Structure (ORCA input):
```
! wB97M-V def2-TZVPD RIJCOSX def2/J DEFGRID3
* xyz 0 1
C 1.52172 1.55542 0.22661
C 1.37648 -1.71885 -0.16613
C -1.03681 1.17658 0.33429
C -1.23348 -1.27654 0.09280
C 0.36241 0.62231 0.15739
C 0.34620 -0.67125 -0.07156
O -1.31092 2.01076 -0.70205
O -2.14602 -0.86990 -0.81038
O -1.64744 1.17357 1.38157
O -1.38246 -2.27427 0.75025
H -2.24143 2.27677 -0.64720
H -2.92878 -1.44246 -0.74690
H 2.39865 1.13067 -0.25641
H 1.25062 2.50350 -0.23393
H 1.75054 1.74888 1.27567
H 1.00407 -2.64717 0.26243
H 2.27737 -1.40447 0.36375
H 1.63929 -1.89354 -1.21021
*
```

=====

# 5
C8H8GaN4O2S | wB97M-V/def2-TZVPD

The value obtained for the HOMO energy is -12.306 eV. The HOMO-LUMO gap is 7.7174 eV. The calculation puts the energy above the lowest of the compared OMol25 structures with the same formula, charge and spin at 0.000 eV.

Structure (ORCA input):
```
! wB97M-V def2-TZVPD RIJCOSX def2/J DEFGRID3
* xyz 1 1
Ga 1.35537 -0.16900 0.00017
N 1.78460 -3.00372 3.09203
C 1.40409 -2.19789 2.11068
S 2.65955 -1.77693 0.93443
N 0.14444 -1.80580 2.10353
N -0.16253 -1.00106 1.09997
C -1.33651 -0.60685 0.79374
C -1.43680 0.16599 -0.44269
C -2.63754 0.65942 -0.92620
C -2.65211 1.32634 -2.14211
C -1.46694 1.48789 -2.84606
C -0.29807 0.99250 -2.29976
N -0.29074 0.34699 -1.13244
H 2.73627 -3.31302 3.17415
H 1.10820 -3.27831 3.78705
H -2.22133 -0.86778 1.36308
H -3.54160 0.52023 -0.34936
H -3.57997 1.71793 -2.53586
H -1.44586 1.99046 -3.80178
H 0.65982 1.11238 -2.78826
O 1.51899 1.54875 1.08326
C 2.32140 1.96470 0.20616
O 2.54543 1.26483 -0.82418
H 2.83180 2.92197 0.34045
*
```

=====

The molar mass results, record by record, are as follows: 104.61, 559.22, 805.83, 144.13, 293.97 g mol⁻¹.
The calculated total energy results, record by record, are as follows: -23589.333, -97121.897, -90642.089, -14541.025, -81688.888 eV.